# 1
Computed, not measured: C2H3N5O in the gas phase in a non-equilibrium geometry, with ωB97M-V/def2-TZVPD.

Atoms and positions in Å:
1 O 1.402128 0.734963 2.119858
2 N -1.258576 1.022608 -0.581781
3 N -0.220289 1.044383 0.080834
4 N -0.895535 -1.250400 -1.272634
5 N -1.734995 -0.122978 -1.198666
6 N 1.546631 -0.167659 1.077985
7 C 0.396551 -1.191618 -0.777433
8 C 0.590096 -0.084377 0.161582
9 H -2.347532 -0.076947 -2.086963
10 H 1.175487 -2.159080 -0.636009
11 H 1.974488 0.330603 2.719042

Forces on atoms 1 to 2 (eV/Å):
O -1.2 0.9 -2.0
N -2.0 0.7 -1.7

Calculated values
orbital gap: 8.62 eV
energy: -426.82671 hartree
max |F|: 3.9 eV/Å
lowest unoccupied orbital energy: -0.115 eV
SMILES string: O/N=c1/cn[nH]nn1

# 2
Computed, not measured: a 2-piece molecular cluster, C5H11O2 overall in a non-equilibrium geometry, with ωB97M-V/def2-TZVPD.

Atoms and positions in Å:
1 O -2.301142 -0.736690 0.424954
2 O -3.854844 0.330945 -0.790648
3 C -1.586302 1.202682 -0.816064
4 C 1.672005 -1.814708 0.886147
5 C -1.097861 2.136162 0.287999
6 C 2.532485 -1.443472 -0.387229
7 C -2.713660 0.166621 -0.325550
8 H -1.999169 1.827614 -1.617761
9 H 1.996122 -1.018804 -1.222234
10 H 3.397855 -2.042521 -0.645802
11 H 2.090341 -2.654614 1.429767
12 H 0.657528 -2.031050 0.535461
13 H -0.584200 3.022074 -0.073278
14 H 1.618177 -0.944815 1.529209
15 H -0.787566 0.581185 -1.250002
16 H -1.708301 2.465877 1.151951
17 H 3.026534 -0.547919 0.077151
18 H -0.358003 1.501436 0.805931

Forces on atoms 1 to 2 (eV/Å):
O 0.3 -0.2 0.4
O -0.3 0.2 0.0

Calculated values
orbital gap: 7.38 eV
energy: -347.61430 hartree
max |F|: 3.6 eV/Å
lowest unoccupied orbital energy: 3.589 eV
net charge: -1

# 3
Computed, not measured: a 12-piece molecular cluster, C6H38N2O11 overall in a non-equilibrium geometry, with ωB97M-V/def2-TZVPD.

Atoms and positions in Å:
1 O -0.732658 -3.461517 1.282209
2 O 2.144250 -3.290094 0.495667
3 O 2.649062 3.563317 -0.155558
4 O -2.043889 0.839606 -1.243218
5 O -1.791667 3.654570 -0.358180
6 O 0.012361 2.370415 -2.216558
7 O -2.885292 -2.064515 2.125581
8 O -3.294609 0.276107 1.029994
9 O -2.187406 2.165338 2.270287
10 O -0.547070 -3.156472 -1.602116
11 O -1.775529 -1.437044 -3.398993
12 N 3.501906 0.387846 -1.743966
13 N 0.525229 2.027615 2.464947
14 C 2.474755 -0.557922 -1.310649
15 C 0.490394 -0.598037 0.311872
16 C 0.755009 0.590198 2.751897
17 C 1.730366 0.198061 -0.184893
18 C -0.062803 -0.258688 1.719198
19 C 1.491304 -0.891935 -2.483116
20 H -3.337187 0.532233 0.092356
21 H -1.023095 0.295698 1.555518
22 H -3.340087 -1.578944 1.435493
23 H 1.899804 -1.080092 -3.487190
24 H -2.286753 0.246584 -1.971730
25 H -2.839363 0.980912 1.505130
26 H -1.300447 2.134399 2.727327
27 H -0.370320 -0.372980 -0.349568
28 H 0.772224 -1.655250 0.250579
29 H -1.314962 -4.172234 1.573234
30 H 1.531247 -2.769332 -0.063856
31 H 0.468068 0.325979 3.775961
32 H 2.409308 0.219781 0.707400
33 H 2.228954 2.717633 -0.281937
34 H 1.268097 2.590322 2.939411
35 H 2.939384 -1.489534 -1.010927
36 H 1.588121 1.223454 -0.640904
37 H -2.632688 3.282840 -0.641764
38 H -0.850089 -3.098204 -0.671628
39 H 1.819430 0.322337 2.574193
40 H 3.342600 0.870180 -2.607017
41 H -0.323324 -1.135684 2.355987
42 H 1.517812 -3.564073 1.181593
43 H 3.401629 3.522936 0.434477
44 H 0.659651 -0.217970 -2.519404
45 H -1.702209 3.553895 0.595428
46 H 1.091592 -1.868056 -2.109149
47 H 4.473006 0.157285 -1.624047
48 H -1.206160 -2.667020 1.594561
49 H -0.901712 -1.848560 -3.154579
50 H -0.798230 -4.079050 -1.756988
51 H -1.232149 1.280712 -1.581426
52 H 0.688315 2.158263 1.465838
53 H -2.586098 -1.395348 2.746122
54 H -2.631931 2.737677 2.920268
55 H -0.629195 2.948481 -1.775109
56 H 0.859033 2.445885 -1.772234
57 H -2.105970 -1.911997 -4.165802

Forces on atoms 1 to 2 (eV/Å):
O 0.2 -0.1 -0.1
O -0.6 0.2 -0.1

Calculated values
orbital gap: 9.07 eV
energy: -1188.51449 hartree
max |F|: 2.6 eV/Å
lowest unoccupied orbital energy: 0.304 eV
SMILES string: C[C@@H](N)CCCCN.O.O.O.O.O.O.O.O.O.O.O

# 4
Computed, not measured: C3H8N2 in the gas phase in a non-equilibrium geometry, with ωB97M-V/def2-TZVPD.

Atoms and positions in Å:
1 N 1.197134 -0.939554 0.699051
2 N 0.391902 0.923219 -1.326665
3 C -1.213465 -0.556795 -0.047348
4 C -0.476049 0.734248 -0.181130
5 C -0.054957 -0.272745 0.875668
6 H -1.034369 -1.279387 -0.824006
7 H -2.264821 -0.484603 0.342778
8 H -0.191846 1.170328 -2.133850
9 H 1.971100 -0.307874 0.854953
10 H -1.017645 1.618166 0.221233
11 H 1.285784 -1.753997 1.338491
12 H -0.397991 -0.030518 1.916788
13 H 0.993367 1.753973 -1.206247

Forces on atoms 1 to 2 (eV/Å):
N -0.1 -1.1 0.6
N -0.3 0.9 -0.3

Calculated values
orbital gap: 9.85 eV
energy: -228.57117 hartree
max |F|: 1.4 eV/Å
lowest unoccupied orbital energy: 1.133 eV
SMILES string: N[C@@H]1C[C@@H]1N

# 5
Computed, not measured: C3H4O3Zn as an isolated structure in a non-equilibrium geometry, with ωB97M-V/def2-TZVPD.

Atoms and positions in Å:
1 Zn 2.114101 -1.139178 -2.275073
2 O -0.174673 -1.103409 0.510428
3 O 0.850780 -2.106049 -1.191601
4 O 1.115899 0.037179 -0.997834
5 C -0.775455 -0.057551 1.062824
6 C -0.734602 1.243266 0.559161
7 C 0.708665 -1.079463 -0.523819
8 H 0.296991 1.100016 -0.415305
9 H -1.522243 1.402478 -0.189937
10 H -0.790513 1.979063 1.374017
11 H -1.088953 -0.276353 2.087143

Forces on atoms 1 to 2 (eV/Å):
Zn 0.6 0.1 -0.9
O 0.1 -0.7 0.2

Calculated values
orbital gap: 7.58 eV
energy: -2120.91937 hartree
max |F|: 4.0 eV/Å
lowest unoccupied orbital energy: -12.466 eV
net charge: +2

# 6
Computed, not measured: a 9-piece molecular cluster, C40H103N5O13 overall in a non-equilibrium geometry, with ωB97M-V/def2-TZVPD.

Atoms and positions in Å:
1 O 8.690020 3.214206 0.364458
2 O 4.906084 -0.343866 -7.805521
3 O 0.726817 3.075797 -10.063575
4 O -0.740910 -0.373106 -0.026375
5 O 2.799987 -5.138744 -0.061601
6 O 0.129024 3.356320 6.724018
7 O -4.105133 -0.253371 -6.463529
8 O -6.913361 5.190840 -4.793878
9 O -4.023308 -2.675492 -1.713273
10 O -2.977556 -2.410781 7.295550
11 O 0.126605 5.362244 -4.355771
12 O 5.829550 -1.816262 4.648685
13 O -5.058083 -4.873039 13.598070
14 N 4.433915 -2.760723 2.367773
15 N -0.635452 4.816636 -7.244375
16 N 2.729476 1.461365 4.933785
17 N -3.213403 -2.445200 -4.443997
18 N -3.888505 -5.129118 9.840212
19 C 1.976475 0.958313 7.186310
20 C -5.762232 -3.700850 13.679936
21 C -4.966018 -2.438464 -2.748028
22 C 3.346050 -3.566286 1.772229
23 C 3.781596 -4.319347 0.500395
24 C -4.970425 0.035715 -7.597483
25 C 1.003353 5.173975 -5.421424
26 C 1.236394 0.955951 -0.620603
27 C 1.637901 1.672430 5.873336
28 C 1.170377 3.101667 5.806240
29 C -0.990105 4.138732 -8.521210
30 C 0.383825 4.181309 -6.498144
31 C 3.953214 0.131019 -5.713354
32 C 0.051393 4.301960 -9.692090
33 C -4.480191 -3.684011 -0.731488
34 C -4.830864 -5.146422 11.014480
35 C -7.711980 3.485116 -3.263992
36 C -5.232447 3.869767 -3.680090
37 C -4.259021 -1.592291 -3.852656
38 C 7.165788 2.898569 -1.359846
39 C -2.440460 -1.617334 -5.309521
40 C -1.184768 2.743466 6.471134
41 C -6.623336 3.907942 -4.245364
42 C 7.686911 2.347981 -0.092136
43 C -3.762704 -3.758595 9.315207
44 C 6.726469 2.255577 1.104107
45 C -0.340181 0.761910 -0.665095
46 C 0.538283 6.295558 -3.318683
47 C 6.318279 -2.957708 4.050492
48 C -2.881578 -3.694746 7.980217
49 C 4.909705 -0.687711 -6.420047
50 C 6.887942 -1.297542 5.575941
51 C 1.593401 -4.617689 -0.481700
52 C -3.130308 -1.325236 -6.667186
53 C 1.580271 2.412671 -9.194262
54 C -1.248355 1.925369 -0.227121
55 C 4.557044 -2.173067 -6.354870
56 C -2.515581 -2.491737 5.939071
57 C 5.250435 -3.702016 3.195968
58 C -4.092309 -4.898710 12.438683
59 H -6.646269 3.161119 -5.038992
60 H -0.117314 6.169891 -2.456989
61 H -6.039175 -3.204714 12.749746
62 H -5.229917 -3.366633 -3.254945
63 H 1.443602 1.941343 -1.037948
64 H 7.145819 1.556488 1.827648
65 H -5.574845 -4.388163 10.770248
66 H 2.420996 1.579562 7.963836
67 H -4.994709 2.835309 -3.432161
68 H 1.092684 1.961707 -8.329976
69 H 6.700720 -3.715096 4.734749
70 H 6.513164 3.195176 1.613777
71 H -4.746657 -4.657893 -1.142164
72 H 4.665642 -2.548969 -5.337527
73 H -0.501235 4.647394 -10.565791
74 H -3.539470 -2.208094 -7.158350
75 H -4.349372 0.270833 -8.461841
76 H -3.117984 -3.297862 5.520303
77 H -4.991952 -1.273905 -4.593972
78 H 7.060846 -2.745950 3.281174
79 H 8.731550 3.213449 1.323556
80 H -5.518894 -0.893023 -7.754729
81 H -5.881725 -1.941832 -2.427174
82 H 5.135866 -2.861544 -6.970540
83 H -3.155146 -4.524205 7.328089
84 H 3.980372 1.191706 -5.962978
85 H 6.642255 -0.240959 5.682583
86 H 1.132038 3.980511 -7.264928
87 H -2.459703 -0.903812 -7.416050
88 H 3.881035 -3.565379 -0.280460
89 H -3.523900 -5.811003 12.619618
90 H 0.348221 7.287470 -3.728671
91 H -5.701481 0.788298 -7.302051
92 H 1.987480 3.765142 6.089509
93 H -2.306548 1.666195 -0.193007
94 H 2.534198 -2.903448 1.472850
95 H 4.763986 -4.378350 3.898835
96 H 0.916678 3.400997 4.789316
97 H 1.894736 4.692777 -5.018978
98 H -4.547098 4.261301 -4.431818
99 H -1.482848 -2.087354 -5.533438
100 H 2.037829 1.599047 -9.757055
101 H 1.575940 0.937471 0.415000
102 H 3.606360 1.590300 5.418072
103 H -1.829057 -3.914458 8.159154
104 H 4.204835 -0.076462 -4.673283
105 H 4.747627 -4.819474 0.431468
106 H -7.675660 3.995203 -2.301391
107 H -1.975178 4.481467 -8.837871
108 H 7.140743 -1.824758 6.495845
109 H 1.584207 6.097121 -3.084683
110 H -5.307520 -6.120460 10.904248
111 H -4.273473 -5.643048 9.060608
112 H -1.073915 3.052207 -8.497405
113 H -3.623233 -3.915266 -0.098851
114 H 0.847518 4.995849 -9.422306
115 H 3.574340 -2.435711 -6.746551
116 H 7.964049 3.306353 -1.980001
117 H -2.901651 -1.603958 5.438155
118 H -5.397161 -3.276745 -0.305578
119 H -5.232649 4.463234 -2.765816
120 H 6.455420 3.677617 -1.083153
121 H -1.437504 4.835195 -6.630808
122 H -1.431164 -2.572840 6.013594
123 H -3.461749 -2.965311 9.999473
124 H 1.685166 -3.708001 -1.075115
125 H -1.227231 2.125360 0.844169
126 H 5.854713 -4.285254 2.501142
127 H 2.964937 -0.244688 -5.978393
128 H 7.853119 -1.399440 5.079812
129 H -1.863687 2.899368 7.309499
130 H 8.192430 1.392881 -0.234711
131 H 1.107507 -5.232148 -1.239636
132 H 6.683187 2.144633 -1.981772
133 H -5.382370 -3.055422 14.471907
134 H -2.113618 -0.661885 -4.899169
135 H -0.617023 0.381221 -1.648219
136 H -1.206287 1.695940 6.170583
137 H 4.145623 -0.873140 -8.056879
138 H 5.948747 -0.558440 -6.117065
139 H 2.788179 0.477764 4.712013
140 H 5.781911 1.745525 0.915035
141 H -3.709811 -0.803157 -3.339116
142 H 0.172255 3.208896 -6.053416
143 H 1.244870 6.099466 -5.944151
144 H 1.056375 0.522761 7.575937
145 H 1.757018 0.086423 -1.021823
146 H 0.715651 1.257998 5.466144
147 H -8.712964 3.536808 -3.692316
148 H -3.586986 -3.250466 -4.925737
149 H -1.180449 2.738323 -0.950034
150 H 4.123687 -1.880702 2.754327
151 H -7.413788 5.762590 -4.207128
152 H -1.427818 -0.803165 -0.540963
153 H 2.638428 0.111724 7.004117
154 H 0.822528 -4.493810 0.278904
155 H -6.699195 -4.082087 14.085977
156 H -7.569486 2.425794 -3.050405
157 H 2.354840 3.078040 -8.812892
158 H -3.386926 -4.076196 12.557037
159 H -4.796522 -3.453282 9.153682
160 H -1.633439 3.282416 5.636675
161 H 2.803820 -4.166649 2.502749

Forces on atoms 1 to 2 (eV/Å):
O 1.5 1.3 -0.1
O -0.3 -0.1 -0.3

Calculated values
orbital gap: 9.01 eV
energy: -2837.23709 hartree
max |F|: 4.2 eV/Å
lowest unoccupied orbital energy: 0.239 eV
SMILES string: COC[C@H](C)N.COCCNCCOC.COCCNCCOC.COCCNCCOC.COCCNCCOC.CC(C)O.CC(C)O.CC(C)O.CC(C)O